# 1
Here is a gas-phase ion, C9H19FNO3 (charge +1) from the OMol25 dataset. Energies are from the ωB97M-V functional and the def2-TZVPD basis.

Values from the calculation:
- total charge = +1
- HOMO (eV) = -12.54
- frontier orbital gap (eV) = 9.9
- strongest force on any atom (Eh/bohr) = 0.0879
- E_LUMO (eV) = -2.650
- calculated total energy (eV) = -19981.7971

Element x y z (Å)
1 C -0.16973 -0.22104 0.31036
2 C 0.37601 0.20991 -0.85475
3 C 0.65282 -2.57331 0.00725
4 C -1.92669 -2.10077 -0.03083
5 C 2.27798 2.03373 -0.53605
6 C 1.47081 -0.45304 -2.92357
7 C -0.52693 -1.75713 0.51639
8 C 0.85743 1.62872 -1.00799
9 C -1.66045 1.34929 1.88251
10 N -0.27330 0.59212 1.44172
11 O -2.51580 0.38236 2.25977
12 O -1.27012 2.25138 2.80561
13 O 0.43291 -0.58982 -1.92085
14 F -0.07251 2.45644 -0.25072
15 H 0.57539 -2.76452 -1.04388
16 H 1.60529 -2.18067 0.23918
17 H 0.56756 -3.71427 0.36317
18 H -2.08431 -2.02149 -1.27478
19 H -2.22893 -3.12219 0.34416
20 H -2.80135 -1.52335 0.33232
21 H 2.67704 1.49911 0.34237
22 H 2.92070 1.57043 -1.20474
23 H 2.35959 3.08035 -0.39510
24 H 2.48023 -0.97259 -2.57330
25 H 1.76844 0.52438 -3.24804
26 H 1.01865 -0.89231 -3.85158
27 H -0.69851 -1.91675 1.66468
28 H 0.58430 2.07918 -1.98899
29 H -1.94273 1.82155 0.97044
30 H 0.20180 1.48629 1.52294
31 H -0.12877 0.11113 2.28331
32 H -2.90194 0.59912 3.11862
33 H -1.62488 3.12776 2.70040

Atoms 1-6, force components in eV/Å:
0.36 -2.70 -2.07
0.08 0.73 1.09
-1.87 -4.08 0.55
-1.50 -0.97 -2.75
-1.62 -2.00 1.00
1.19 -1.96 -0.19



# 2
Here is a single C4H8O3 molecule from the OMol25 dataset. Energies are from the ωB97M-V functional and the def2-TZVPD basis.

Values from the calculation:
- total charge = 0
- HOMO (eV) = -9.95
- frontier orbital gap (eV) = 10.9
- ΔE to the lowest compared entry with this formula, charge and spin (kJ/mol) = 218.3
- strongest force on any atom (Eh/bohr) = 0.0117
- E_LUMO (eV) = 0.914
- calculated total energy (eV) = -10418.7407

Element x y z (Å)
1 C -1.07517 0.78323 -1.38776
2 C -0.83055 -0.40927 -0.48994
3 O 0.00329 -1.31636 -1.17712
4 C -0.15375 -0.00975 0.80934
5 O 0.69421 -1.09036 1.24540
6 C 1.29627 0.12918 0.79306
7 O 2.02784 0.68500 1.81023
8 H -1.54313 0.44664 -2.31509
9 H -1.72738 1.51361 -0.89923
10 H -0.12456 1.26709 -1.63755
11 H -1.78341 -0.89617 -0.22870
12 H 0.37144 -1.89710 -0.48815
13 H -0.74258 0.50387 1.56985
14 H 1.78228 0.10729 2.55057
15 H 1.80042 0.19927 -0.17480

Atoms 1-6, force components in eV/Å:
-0.06 0.07 -0.07
-0.23 0.24 0.02
-0.08 -0.20 -0.04
-0.14 0.13 -0.12
0.33 -0.10 -0.08
0.05 -0.13 -0.11



# 3
Here is a single C5H10N2O molecule from the OMol25 dataset. Energies are from the ωB97M-V functional and the def2-TZVPD basis.

Values from the calculation:
- total charge = 0
- HOMO (eV) = -9.07
- frontier orbital gap (eV) = 9.5
- ΔE to the lowest compared entry with this formula, charge and spin (kJ/mol) = 222.2
- strongest force on any atom (Eh/bohr) = 0.0519
- E_LUMO (eV) = 0.462
- calculated total energy (eV) = -10373.0027

Element x y z (Å)
1 C 0.62376 -0.52689 0.65797
2 C 0.46679 2.86458 -0.46324
3 C 1.21136 -1.73911 -0.03179
4 C -1.72712 -1.27345 -0.27049
5 C -0.98662 -0.45789 0.75344
6 N 0.57246 0.62250 -0.19885
7 N 0.76861 1.72592 0.35504
8 O -1.52594 0.10972 1.66985
9 H 1.04852 -0.30439 1.64389
10 H 0.44526 2.62809 -1.53347
11 H 1.23062 3.61722 -0.25930
12 H -0.50002 3.27093 -0.15085
13 H 2.28313 -1.60937 -0.13239
14 H 1.01044 -2.63128 0.54917
15 H 0.80883 -1.86798 -1.03194
16 H -1.43153 -0.95819 -1.26971
17 H -1.50054 -2.33177 -0.15726
18 H -2.79799 -1.13865 -0.13009

Atoms 1-6, force components in eV/Å:
-1.64 0.69 0.22
0.24 0.39 -0.57
-0.19 0.29 0.06
-0.33 0.43 -0.08
0.36 -2.00 1.50
1.16 2.31 -0.66